14
Properties=species:S:1:pos:R:3:mulliken_charge:R:1 method="wB97M-V/def2-TZVPD" e_above_lowest_kcal_mol=37.1 max_force_ha_per_bohr=0.009 e_tot_ha=-307.653269 orbital_gap_ev=10.53
C -0.46 1.01 -1.85 -0.714
O -0.03 0.11 -0.85 -0.277
C -0.17 0.66 0.44 -0.487
C 0.44 -0.31 1.45 -0.502
C -0.06 -1.73 1.31 0.008
O -0.31 -2.44 2.26 -0.486
H -0.39 0.49 -2.81 0.240
H 0.19 1.90 -1.88 0.282
H -1.49 1.34 -1.69 0.298
H -1.23 0.84 0.66 0.343
H 0.35 1.63 0.51 0.345
H 0.24 0.03 2.47 0.297
H 1.53 -0.33 1.31 0.288
H -0.17 -2.10 0.27 0.363

14
Properties=species:S:1:pos:R:3:mulliken_charge:R:1 method="wB97M-V/def2-TZVPD" e_above_lowest_kcal_mol=28.0 max_force_ha_per_bohr=0.009 e_tot_ha=-307.667785 orbital_gap_ev=10.53
C -1.22 -1.05 0.20 -1.414
C -0.22 0.08 0.44 0.753
C -0.61 1.35 -0.29 -0.244
O -1.47 1.41 -1.13 -0.495
C 1.20 -0.34 0.00 -0.804
O 2.13 0.72 0.01 -0.530
H -2.21 -0.79 0.58 0.345
H -0.89 -1.97 0.69 0.393
H -1.32 -1.25 -0.87 0.346
H -0.17 0.33 1.51 0.239
H -0.04 2.25 0.00 0.401
H 1.58 -1.09 0.70 0.339
H 1.14 -0.81 -0.99 0.342
H 2.11 1.16 -0.85 0.327

14
Properties=species:S:1:pos:R:3:mulliken_charge:R:1 method="wB97M-V/def2-TZVPD" e_above_lowest_kcal_mol=10.6 max_force_ha_per_bohr=0.012 e_tot_ha=-307.695564 orbital_gap_ev=11.66
C 1.45 -0.54 0.78 -1.360
C 0.42 0.10 -0.13 0.616
C -0.46 1.10 0.61 -1.315
O -0.43 -1.00 -0.56 -0.297
C -1.37 -0.75 -1.47 0.093
O -1.48 0.25 -2.14 -0.496
H 2.06 0.23 1.26 0.390
H 0.94 -1.12 1.55 0.342
H 2.11 -1.21 0.22 0.323
H 0.88 0.55 -1.01 0.286
H -0.94 0.59 1.45 0.327
H -1.23 1.49 -0.06 0.363
H 0.13 1.94 0.99 0.355
H -2.08 -1.59 -1.49 0.373

14
Properties=species:S:1:pos:R:3:mulliken_charge:R:1 method="wB97M-V/def2-TZVPD" e_above_lowest_kcal_mol=49.5 max_force_ha_per_bohr=0.036 e_tot_ha=-307.633593 orbital_gap_ev=10.66
C 1.66 0.20 1.11 -1.127
C 0.60 0.71 0.16 -0.243
O 0.36 -0.31 -0.81 -0.346
C -0.93 -0.29 -1.32 -0.291
C -1.83 -0.73 -0.20 0.048
O -3.00 -0.45 -0.19 -0.478
H 2.37 -0.38 0.46 0.282
H 1.24 -0.56 1.78 0.283
H 2.12 0.92 1.81 0.346
H -0.16 1.16 0.83 0.346
H 1.02 1.50 -0.47 0.308
H -1.01 -1.04 -2.12 0.284
H -1.27 0.72 -1.61 0.260
H -1.37 -1.47 0.49 0.328

14
Properties=species:S:1:pos:R:3:mulliken_charge:R:1 method="wB97M-V/def2-TZVPD" e_above_lowest_kcal_mol=111.5 max_force_ha_per_bohr=0.057 e_tot_ha=-307.534786 orbital_gap_ev=8.55
C -1.46 -0.01 -1.36 -0.646
O -0.14 0.35 -1.08 -0.336
C 0.35 -0.25 0.00 0.250
C 1.87 0.03 0.12 -1.107
C -0.78 0.31 1.57 -0.185
O 0.17 -0.09 2.21 -0.433
H -1.79 0.65 -2.16 0.248
H -1.51 -1.06 -1.68 0.285
H -2.07 0.12 -0.44 0.282
H 0.09 -1.30 0.17 0.327
H 2.35 -0.22 -0.84 0.355
H 2.05 1.09 0.30 0.299
H 2.35 -0.55 0.91 0.347
H -1.49 0.93 2.28 0.313

14
Properties=species:S:1:pos:R:3:mulliken_charge:R:1 method="wB97M-V/def2-TZVPD" e_above_lowest_kcal_mol=71.5 max_force_ha_per_bohr=0.023 e_tot_ha=-307.598535 orbital_gap_ev=10.52
C 2.04 -0.44 -0.52 -0.700
O 1.21 0.12 0.47 -0.374
C 0.03 0.53 -0.10 0.375
C -1.15 -0.34 -0.36 -0.960
C -1.20 0.91 0.61 -0.117
O -1.57 0.57 1.91 -0.537
H 3.00 -0.65 -0.05 0.231
H 1.61 -1.36 -0.92 0.289
H 2.18 0.27 -1.35 0.311
H 0.16 1.22 -0.94 0.325
H -1.53 -0.50 -1.37 0.250
H -1.14 -1.27 0.23 0.265
H -1.44 1.97 0.45 0.332
H -2.01 -0.27 1.80 0.309

14
Properties=species:S:1:pos:R:3:mulliken_charge:R:1 method="wB97M-V/def2-TZVPD" e_above_lowest_kcal_mol=82.6 max_force_ha_per_bohr=0.009 e_tot_ha=-307.580856 orbital_gap_ev=9.82
C -2.70 0.11 0.00 -0.665
C -2.01 1.01 0.70 -0.477
C 0.66 0.03 0.61 -0.054
O 0.32 -0.57 -0.53 -0.362
O 1.96 0.05 0.73 -0.153
C 2.83 -0.49 -0.28 -0.600
H -3.01 -0.84 0.44 0.290
H -2.99 0.29 -1.03 0.329
H -0.66 -0.53 -0.55 0.360
H -1.69 1.95 0.27 0.276
H -1.71 0.83 1.73 0.275
H 3.81 -0.56 0.20 0.229
H 2.48 -1.47 -0.61 0.273
H 2.87 0.19 -1.14 0.279

14
Properties=species:S:1:pos:R:3:mulliken_charge:R:1 method="wB97M-V/def2-TZVPD" e_above_lowest_kcal_mol=48.7 max_force_ha_per_bohr=0.009 e_tot_ha=-307.634849 orbital_gap_ev=10.50
O 2.03 1.06 0.10 -0.509
C 1.25 -0.12 0.09 -0.767
C -0.18 0.23 0.43 0.239
C -1.02 0.79 -0.73 -0.454
O -1.71 -0.47 -0.89 -0.398
C -1.13 -0.97 0.32 -0.508
H 2.95 0.81 0.22 0.310
H 1.63 -0.84 0.84 0.342
H 1.27 -0.61 -0.89 0.314
H -0.22 0.79 1.37 0.383
H -1.72 1.59 -0.44 0.236
H -0.48 1.09 -1.63 0.261
H -1.87 -1.05 1.13 0.254
H -0.66 -1.95 0.18 0.296

14
Properties=species:S:1:pos:R:3:mulliken_charge:R:1 method="wB97M-V/def2-TZVPD" e_above_lowest_kcal_mol=30.3 max_force_ha_per_bohr=0.007 e_tot_ha=-307.664082 orbital_gap_ev=10.83
C 0.97 1.36 0.31 -1.274
C 0.32 0.03 0.66 0.392
C -1.18 -0.05 0.35 -0.456
O -1.19 -0.46 -1.00 -0.376
C -0.14 -1.38 -1.10 -0.206
O 0.85 -1.00 -0.17 -0.401
H 2.02 1.37 0.64 0.334
H 0.95 1.50 -0.78 0.293
H 0.45 2.20 0.79 0.341
H 0.53 -0.23 1.70 0.273
H -1.67 -0.80 0.99 0.279
H -1.71 0.90 0.44 0.315
H -0.48 -2.40 -0.87 0.266
H 0.25 -1.34 -2.12 0.219

14
Properties=species:S:1:pos:R:3:mulliken_charge:R:1 method="wB97M-V/def2-TZVPD" e_above_lowest_kcal_mol=54.5 max_force_ha_per_bohr=0.049 e_tot_ha=-307.625511 orbital_gap_ev=10.62
O 2.08 0.91 -0.21 -0.535
C 0.95 0.35 0.39 0.518
C -0.40 1.03 0.16 -1.062
C -1.01 -0.38 -0.07 0.462
O -1.73 -0.66 -1.25 -0.546
C 0.40 -0.99 -0.11 -1.104
H 2.78 0.24 -0.20 0.316
H 0.96 0.30 1.58 0.163
H -0.58 1.85 -0.56 0.382
H -0.54 1.35 1.18 0.239
H -1.59 -0.68 0.82 0.276
H -2.60 -0.24 -1.18 0.309
H 0.63 -1.29 -1.14 0.308
H 0.64 -1.80 0.58 0.275

14
Properties=species:S:1:pos:R:3:mulliken_charge:R:1 method="wB97M-V/def2-TZVPD" e_above_lowest_kcal_mol=27.7 max_force_ha_per_bohr=0.028 e_tot_ha=-307.668364 orbital_gap_ev=10.78
C -0.37 1.82 0.87 -1.020
C -0.51 0.61 0.00 0.673
O -1.64 0.14 0.00 -0.633
C 0.57 -0.08 -0.80 -0.432
C 0.69 -1.51 -0.24 -0.528
O -0.47 -2.27 -0.43 -0.542
H 0.39 2.56 0.60 0.316
H -1.43 2.07 0.80 0.335
H -0.24 1.53 1.91 0.268
H 0.22 -0.14 -1.84 0.268
H 1.53 0.44 -0.78 0.306
H 0.97 -1.45 0.82 0.286
H 1.50 -2.03 -0.76 0.314
H -1.22 -1.71 -0.16 0.389

14
Properties=species:S:1:pos:R:3:mulliken_charge:R:1 method="wB97M-V/def2-TZVPD" e_above_lowest_kcal_mol=69.2 max_force_ha_per_bohr=0.063 e_tot_ha=-307.602106 orbital_gap_ev=10.60
C 1.67 0.80 0.23 -1.187
C 0.77 -0.32 -0.17 -0.051
O 0.02 -0.76 0.96 -0.367
C -1.33 -0.44 0.73 -0.440
C -1.48 -0.26 -0.78 0.202
O -1.55 0.77 -1.41 -0.512
H 1.05 1.66 0.51 0.257
H 2.32 0.55 1.06 0.336
H 2.25 1.06 -0.65 0.356
H 1.27 -1.23 -0.54 0.325
H 0.15 0.23 -0.99 0.163
H -1.60 0.44 1.30 0.310
H -1.94 -1.30 1.03 0.276
H -1.56 -1.25 -1.27 0.331